No. 1
76
Properties=species:S:1:pos:R:3:lowdin_charge:R:1 method="wB97M-V/def2-TZVPD" homo_ev="-10.7 / -11.5" charge=+1 multiplicity=4 relative_energy_kcal_mol=0.0 largest_force_ev_per_a=0.573
V -0.17305 -1.13958 0.27503 0.565
C -0.95398 2.64076 -1.32499 -0.033
C -1.85556 1.66009 -0.63243 -0.273
C -2.96178 1.11890 -1.28250 -0.041
C -3.83581 0.25995 -0.63040 -0.069
C -3.61801 -0.08266 0.69607 -0.085
C -2.52598 0.45866 1.36457 -0.111
C -1.65960 1.32912 0.70919 -0.082
H -1.39399 3.64078 -1.31552 0.094
H -0.79029 2.35886 -2.36567 0.078
H 0.02096 2.68653 -0.83998 0.069
H -3.15252 1.39440 -2.31370 0.124
H -4.69113 -0.13897 -1.16113 0.117
H -4.31450 -0.72747 1.21676 0.113
H -2.39509 0.27358 2.42340 0.083
H -0.86119 1.80675 1.25979 0.084
S -1.05801 -4.97531 2.77232 1.092
C -1.64985 -3.62010 3.62517 -0.362
C -1.43162 -2.49587 2.90294 -0.238
N -0.80342 -2.69127 1.69291 -0.124
C -0.54361 -3.96467 1.51843 -0.455
H -2.11737 -3.70547 4.59327 0.080
H -1.69460 -1.49668 3.20304 0.086
H -0.05463 -4.34331 0.63202 0.080
C 0.56934 -4.36044 -2.17594 -0.075
O -0.71209 -3.95141 -1.65074 -0.310
P -1.21392 -2.42620 -1.63275 0.745
O -0.75773 -1.97367 -3.09121 -0.281
C -1.14405 -0.71286 -3.66374 -0.071
O -2.78931 -2.64238 -1.82578 -0.290
C -3.50517 -3.40900 -0.84600 -0.098
H 0.52966 -5.44213 -2.25574 0.094
H 1.36996 -4.04939 -1.50841 0.071
H 0.72727 -3.92473 -3.15991 0.089
H -0.68495 -0.67076 -4.64607 0.099
H -0.77689 0.10587 -3.04630 0.055
H -2.22767 -0.66519 -3.76347 0.088
H -4.56383 -3.22101 -1.00367 0.093
H -3.23044 -3.10667 0.16673 0.065
H -3.29928 -4.47032 -0.98220 0.091
O 1.61285 -1.83870 -0.59294 -0.139
C 1.69738 -0.78796 -1.30684 -0.606
O 0.80595 0.10183 -1.19658 -0.107
C 2.80942 -0.62979 -2.27879 -0.105
C 3.90334 -1.48785 -2.25112 0.009
C 4.92880 -1.33795 -3.17211 -0.036
C 4.86131 -0.34002 -4.13391 0.018
C 3.75704 0.49258 -4.14076 -0.121
C 2.72872 0.37899 -3.22899 0.070
N 3.66890 1.55662 -5.17114 -0.346
O 4.61069 1.68613 -5.92559 0.092
O 2.66401 2.24417 -5.17980 0.077
H 3.93852 -2.26669 -1.50010 0.125
H 5.78446 -2.00020 -3.14719 0.115
H 5.63925 -0.19985 -4.86905 0.125
H 1.88780 1.05370 -3.25679 0.126
C -0.38644 2.76803 5.70714 -0.068
C -0.70083 2.36933 4.27779 -0.227
N 0.19084 1.31619 3.77937 0.025
C 1.01089 1.30903 2.72300 -0.791
S 1.48647 -0.19007 2.03207 0.731
N 1.49146 2.42787 2.18022 0.022
C 1.71006 3.74687 2.78807 -0.209
C 0.92246 4.84260 2.09550 -0.072
H -1.11336 3.49650 6.06727 0.085
H 0.60995 3.20571 5.79199 0.072
H -0.42519 1.90184 6.37032 0.082
H -0.65051 3.21603 3.60152 0.091
H -1.72310 1.99138 4.20403 0.116
H 0.04193 0.39141 4.14456 0.114
H 2.01893 2.23658 1.34436 0.124
H 2.77926 3.95129 2.71979 0.128
H 1.48585 3.68376 3.84734 0.096
H 1.17909 4.89175 1.03570 0.079
H 1.15328 5.81166 2.53984 0.084
H -0.15576 4.68054 2.16843 0.067

---

No. 2
67
Properties=species:S:1:pos:R:3:nbo_charge:R:1 method="wB97M-V/def2-TZVPD" homo_ev="-13.6 / -14.3" charge=+2 multiplicity=4 largest_force_ev_per_a=3.519
Re -0.08208 0.02354 0.06837 0.146
H 1.51825 -0.54459 -0.16475 0.018
H 0.83644 -0.76411 -1.06103 0.172
P 1.28513 0.90532 1.74154 1.074
P -1.55329 -0.06037 -1.81059 1.098
C -2.93692 -1.26906 -1.62214 -0.930
H -3.61947 -1.21239 -2.47967 0.262
H -2.55668 -2.29704 -1.53363 0.248
H -3.48918 -1.02875 -0.70399 0.252
C -2.37640 1.50786 -2.11950 -0.965
H -1.61187 2.26323 -2.32876 0.256
H -3.06529 1.42119 -2.96176 0.253
H -2.91843 1.79935 -1.21374 0.263
C -0.85264 -0.53088 -3.45332 -0.937
H -0.43844 -1.54889 -3.43463 0.253
H -1.62894 -0.47926 -4.22932 0.257
H -0.04772 0.17145 -3.70566 0.246
C 0.82501 2.63733 2.17643 -0.927
H 1.46140 3.03798 2.97054 0.251
H 0.91702 3.25529 1.27461 0.252
H -0.22441 2.65046 2.49602 0.260
C 1.21456 0.05965 3.38509 -0.930
H 1.58404 -0.96815 3.27801 0.241
H 1.81130 0.58404 4.14190 0.265
H 0.16837 0.01471 3.71390 0.256
C 3.10657 1.05135 1.46311 -0.937
H 3.27315 1.62369 0.54210 0.249
H 3.60782 1.55437 2.29967 0.265
H 3.53331 0.04999 1.33248 0.238
C -0.77138 -1.42864 1.10686 0.593
O -1.18807 -2.35378 1.61156 -0.383
H -1.25391 1.12431 0.66373 -0.101
O -0.17927 -1.94898 -0.93852 -1.184
Si 0.72998 -3.29654 -1.15179 1.988
C 0.07803 -4.10884 -2.67316 -0.471
C 0.96284 -4.37195 -3.72657 -0.195
C 0.53380 -5.05512 -4.87698 -0.202
C -0.78975 -5.47747 -4.98443 -0.157
C -1.68460 -5.21851 -3.94650 -0.171
C -1.25425 -4.53619 -2.79309 -0.214
C 2.54444 -3.00499 -1.40947 -0.526
C 3.18764 -1.79874 -1.69093 -0.207
C 4.58660 -1.74148 -1.86738 -0.054
C 5.34917 -2.90664 -1.78357 -0.170
C 4.72158 -4.12469 -1.53504 -0.206
C 3.32545 -4.17576 -1.35650 0.021
C 0.51794 -4.30753 0.39660 -0.517
C 1.58200 -4.42651 1.29327 -0.148
C 1.46783 -5.22794 2.44797 -0.222
C 0.28011 -5.90983 2.70729 -0.133
C -0.79354 -5.79325 1.82248 -0.149
C -0.67578 -4.99166 0.67146 -0.136
H 2.00379 -4.05850 -3.68459 0.211
H 1.23983 -5.25050 -5.68159 0.238
H -1.12142 -6.00643 -5.87461 0.242
H -2.71925 -5.54447 -4.02489 0.236
H -1.98283 -4.35620 -2.00413 0.206
H 2.64679 -0.85242 -1.79356 0.227
H 5.06664 -0.78942 -2.07655 0.242
H 6.42635 -2.86025 -1.91865 0.255
H 5.31007 -5.03922 -1.47477 0.253
H 2.87041 -5.14675 -1.16523 0.231
H 2.52108 -3.89873 1.13414 0.215
H 2.30610 -5.30546 3.13532 0.240
H 0.18737 -6.52487 3.59911 0.245
H -1.72688 -6.31410 2.02369 0.240
H -1.53849 -4.91359 0.01479 0.214

---

No. 3
79
Properties=species:S:1:pos:R:3:lowdin_charge:R:1 method="wB97M-V/def2-TZVPD" homo_ev="-7.7 / -7.7" multiplicity=6 largest_force_ev_per_a=0.494
Ru 0.17753 0.41843 0.71619 1.380
C 1.73439 2.38573 -1.09093 -0.076
N 2.08195 1.03142 -0.64961 -0.331
C 2.38204 0.20218 -1.82519 -0.094
C 3.24481 1.01314 0.24113 -0.201
C 3.01060 1.71191 1.56189 -0.192
N 1.85422 1.15615 2.23622 0.052
C 1.55955 1.53312 3.49007 -0.174
C 0.45367 0.91662 4.13457 -0.160
F -0.23902 -0.03652 3.50010 0.076
C 0.06026 1.24954 5.40646 -0.205
F -0.98876 0.61938 5.94281 0.110
C 0.72409 2.22416 6.13061 0.104
C 1.80296 2.84992 5.53637 -0.209
F 2.46778 3.80123 6.20051 0.106
C 2.22013 2.52578 4.26438 -0.128
F 3.25166 3.21306 3.76338 0.105
H 2.56158 2.85005 -1.64519 0.099
H 1.47678 3.02012 -0.24299 0.071
H 0.86633 2.32400 -1.74726 0.095
H 3.26792 0.59572 -2.34221 0.096
H 1.52966 0.20740 -2.49735 0.081
H 2.55970 -0.82740 -1.51940 0.076
H 4.11319 1.47600 -0.24976 0.130
H 3.48781 -0.03366 0.43306 0.117
H 2.84473 2.78482 1.41919 0.126
H 3.91406 1.61558 2.16776 0.132
H 0.40824 2.48986 7.12922 0.145
Cl -2.20431 7.53270 -0.25410 0.635
C -1.69748 5.96614 0.32377 -0.676
C -0.83102 5.88412 1.42569 -0.097
C -0.41916 4.66859 1.90428 -0.004
C -0.84073 3.44740 1.30504 -0.372
O -0.44994 2.31964 1.78194 -0.170
C -1.71042 3.56385 0.18900 -0.145
C -2.20521 2.39464 -0.48361 -0.188
O -1.85739 1.23829 -0.26876 -0.080
C -2.13365 4.82250 -0.27863 -0.069
H -0.49329 6.79899 1.89604 0.106
H 0.24159 4.60797 2.76155 0.109
H -2.96595 2.57210 -1.26406 0.134
H -2.80758 4.87517 -1.12631 0.114
N 2.06768 -1.81287 2.29807 -0.027
N 0.95224 -1.70544 1.39955 -0.127
H 2.30209 -2.79507 2.41268 0.079
H 1.77197 -1.46461 3.20128 0.048
H 0.15174 -2.25310 1.71549 0.081
H 1.22004 -2.13827 0.50222 0.022
C -2.76552 -2.03033 0.80539 -0.032
C -2.66239 -2.68078 -0.56500 -0.616
C -3.38554 -4.01869 -0.57892 -0.028
C -3.21474 -1.76170 -1.64660 -0.028
O -1.27055 -3.02098 -0.78487 -0.162
P -0.13355 -2.15721 -1.50324 0.245
O 1.15884 -2.81485 -1.15430 -0.294
O -0.28091 -0.69763 -1.15090 -0.390
O -0.46520 -2.23089 -3.06282 -0.160
C -0.03428 -3.27773 -3.97203 -0.624
C -0.32642 -4.65261 -3.38810 -0.029
C 1.44930 -3.10296 -4.26037 -0.032
C -0.86036 -3.03604 -5.22426 -0.031
H -3.80285 -1.76893 1.02487 0.094
H -2.18098 -1.11123 0.83186 0.045
H -2.41184 -2.71559 1.57947 0.086
H -4.43583 -3.88546 -0.31241 0.089
H -2.92507 -4.70121 0.13612 0.088
H -3.33315 -4.47153 -1.56995 0.079
H -4.28018 -1.60530 -1.46505 0.093
H -3.09219 -2.21044 -2.63159 0.080
H -2.71120 -0.79329 -1.63570 0.067
H 0.21183 -4.80354 -2.45236 0.079
H -0.01129 -5.41997 -4.09778 0.091
H -1.39485 -4.77130 -3.20100 0.079
H 2.03782 -3.25958 -3.35731 0.073
H 1.63909 -2.09528 -4.63586 0.088
H 1.76106 -3.81914 -5.02334 0.087
H -1.92436 -3.13694 -5.00491 0.083
H -0.59363 -3.75871 -5.99762 0.088
H -0.68012 -2.03061 -5.60660 0.088